Entry 1:
Computed, not measured: a gas-phase ion, C3H5N3O (charge +2), with ωB97M-V/def2-TZVPD.

The value obtained for the gap between HOMO and LUMO is 8.538 eV. The calculation puts the total energy at -355.8822 a.u. The LUMO energy comes out at -14.24 eV. The value obtained for the energy above the lowest of the compared OMol25 structures with the same formula, charge and spin is 59.0 kcal per mole. Its max |F| is 4.29 eV/A.

Structure (ORCA input):
```
! wB97M-V def2-TZVPD RIJCOSX def2/J DEFGRID3
* xyz 2 1
C 0.546 -1.156 0.034
C -0.478 -0.208 -0.032
N -0.567 1.089 -0.150
C -1.912 1.502 0.007
N -2.796 0.598 0.046
N -1.980 -0.654 0.054
O -2.398 -1.715 -0.012
H 0.419 -2.133 0.392
H 1.430 -0.585 0.530
H 0.868 -1.277 -0.926
H 0.067 1.922 -0.029
H -2.058 2.531 0.183
*
```

Entry 2:
Computed, not measured: a molecular structure, C22H12B4Br6O34V, with ωB97M-V/def2-TZVPD.

The value obtained for the gap between HOMO and LUMO is 7.479 eV. The calculation puts the total energy at -19892.2509 a.u. The LUMO energy comes out at 4.27 eV. The value obtained for the energy above the lowest of the compared OMol25 structures with the same formula, charge and spin is 104.6 kcal per mole. Its max |F| is 8.41 eV/A.

Structure (ORCA input):
```
! wB97M-V def2-TZVPD RIJCOSX def2/J DEFGRID3
* xyz -3 1
O -17.680 0.915 -18.674
V -18.265 -0.433 -19.218
O -17.601 -0.900 -20.634
O -24.855 0.690 -16.537
C -24.279 0.262 -17.559
O -23.649 0.897 -18.396
B -22.916 0.016 -19.332
O -23.405 -1.305 -18.922
C -24.188 -1.207 -17.909
O -24.670 -2.212 -17.378
O -21.426 0.181 -19.231
C -20.971 0.471 -20.437
O -19.769 0.617 -20.726
C -22.111 0.555 -21.487
O -23.256 0.289 -20.790
O -21.980 0.845 -22.653
O -15.201 -1.764 -16.048
C -15.700 -2.867 -16.284
O -15.545 -4.024 -15.584
B -16.564 -5.004 -16.059
O -17.296 -4.324 -17.095
C -16.868 -3.057 -17.290
O -17.250 -2.327 -18.226
O -17.507 -5.494 -15.092
C -17.241 -6.700 -14.751
O -17.739 -7.246 -13.786
C -16.280 -7.194 -15.844
O -15.825 -6.148 -16.536
O -15.983 -8.386 -15.869
O -23.056 -3.752 -14.371
C -22.278 -4.074 -15.202
O -22.339 -3.759 -16.539
B -21.241 -4.383 -17.210
O -20.550 -5.218 -16.223
C -21.048 -4.909 -15.001
O -20.732 -5.384 -13.894
O -21.721 -5.117 -18.448
C -21.209 -4.404 -19.517
O -21.452 -4.635 -20.651
C -20.505 -3.182 -18.970
O -20.324 -3.316 -17.679
O -19.934 -2.357 -19.723
O -22.250 -0.655 -15.433
C -21.056 -0.866 -15.071
O -20.620 -1.240 -13.923
B -19.173 -1.556 -13.921
O -18.751 -1.351 -15.327
C -19.750 -0.851 -16.017
O -19.732 -0.541 -17.167
O -18.974 -2.978 -13.575
C -18.183 -3.146 -12.574
O -18.056 -4.167 -11.887
C -17.682 -1.673 -12.204
O -18.343 -0.825 -12.953
O -17.000 -1.422 -11.197
Br -22.113 4.488 -15.265
C -20.305 4.233 -16.274
C -20.370 3.311 -17.520
Br -21.280 4.338 -18.969
H -19.683 3.755 -15.517
H -20.003 5.251 -16.518
H -20.939 2.382 -17.502
H -19.330 3.197 -17.827
Br -16.931 -0.588 -23.932
C -17.242 -2.547 -23.390
C -17.678 -3.413 -24.618
Br -18.315 -5.088 -23.824
H -18.044 -2.604 -22.655
H -16.332 -2.796 -22.844
H -16.879 -3.664 -25.315
H -18.530 -2.863 -25.019
Br -13.253 -3.587 -21.991
C -13.564 -1.789 -21.134
C -14.608 -2.007 -19.917
Br -14.721 -0.348 -18.829
H -14.029 -1.082 -21.822
H -12.610 -1.394 -20.784
H -14.427 -2.828 -19.222
H -15.634 -2.159 -20.251
*
```

Entry 3:
Computed, not measured: a molecular structure, C12H9F5FeNO7Se, with ωB97M-V/def2-TZVPD.

The value obtained for the gap between HOMO and LUMO (spin up / spin down) is 8.009 / 8.423 eV. The calculation puts the total energy at -5208.6123 a.u. The LUMO energy (spin up / spin down) comes out at -1.03 / -0.63 eV. The value obtained for the energy above the lowest of the compared OMol25 structures with the same formula, charge and spin is 0.2 kcal per mole. Its max |F| is 0.46 eV/A.

Structure (ORCA input):
```
! wB97M-V def2-TZVPD RIJCOSX def2/J DEFGRID3
* xyz 0 2
Fe 0.387 0.031 1.111
O -0.605 3.242 3.446
C -0.606 2.169 2.689
O 0.393 1.485 2.511
C -1.921 1.841 2.026
O -1.903 0.489 1.640
C -2.236 -0.395 2.729
C -1.001 -1.138 3.238
O -0.958 -1.566 4.365
O -0.138 -1.367 2.291
H 0.296 3.392 3.781
H -1.993 2.441 1.121
H -2.757 2.081 2.682
H -2.932 -1.145 2.349
H -2.717 0.141 3.545
N 0.444 -1.457 -0.194
C 1.637 -2.249 0.178
C 2.691 -1.291 0.732
O 3.860 -1.573 0.759
O 2.184 -0.162 1.198
H -0.403 -2.003 -0.072
H 0.495 -1.171 -1.168
H 2.053 -2.817 -0.651
H 1.364 -2.929 0.980
F 0.382 -0.848 -5.936
C 0.373 -0.278 -4.735
C 1.562 0.089 -4.132
F 2.714 -0.129 -4.763
C 1.544 0.679 -2.878
F 2.713 1.010 -2.335
C 0.348 0.913 -2.202
Se 0.366 1.757 -0.493
C -0.828 0.531 -2.833
F -2.007 0.709 -2.231
C -0.829 -0.058 -4.085
F -1.972 -0.421 -4.665
*
```

Entry 4:
Computed, not measured: a molecular structure, C34H59ClN2O2SiTl, with ωB97M-V/def2-TZVPD.

The value obtained for the gap between HOMO and LUMO (spin up / spin down) is 6.624 / 5.947 eV. The calculation puts the total energy at -2512.7688 a.u. The LUMO energy (spin up / spin down) comes out at -3.87 / -4.69 eV. The value obtained for the energy above the lowest of the compared OMol25 structures with the same formula, charge and spin is 10.9 kcal per mole. Its max |F| is 3.57 eV/A.

Structure (ORCA input):
```
! wB97M-V def2-TZVPD RIJCOSX def2/J DEFGRID3
* xyz 1 1
O 1.814 -2.310 -2.107
O 0.750 -0.724 -3.820
C 2.976 -3.027 -1.672
C 3.156 -3.080 -0.168
H 3.812 -2.500 -2.151
H 2.928 -4.045 -2.090
H 3.001 -2.102 0.300
H 4.175 -3.407 0.050
H 2.478 -3.807 0.289
C 0.551 -2.898 -1.711
C 0.147 -4.008 -2.643
H -0.172 -2.072 -1.730
H 0.610 -3.246 -0.666
H 0.027 -3.624 -3.663
H -0.806 -4.427 -2.307
H 0.893 -4.811 -2.645
C -0.432 -0.309 -4.515
C 1.878 -0.891 -4.701
C -1.639 -0.626 -3.675
H -0.491 -0.843 -5.478
H -0.360 0.773 -4.722
H -1.735 -1.703 -3.490
H -2.538 -0.304 -4.211
H -1.618 -0.101 -2.713
C 1.843 -2.226 -5.391
H 2.774 -0.786 -4.080
H 1.876 -0.068 -5.435
H 1.900 -3.032 -4.653
H 2.702 -2.305 -6.061
H 0.934 -2.336 -5.988
H 1.211 -0.576 -2.227
N -0.978 -0.203 3.624
C -1.914 0.198 4.452
C -2.686 1.360 4.250
C -2.864 2.045 3.031
C -2.213 -0.579 5.718
H -1.307 -1.035 6.135
H -2.947 -1.376 5.526
H -2.640 0.103 6.462
C -3.749 3.271 3.121
H -4.073 3.628 2.138
H -3.225 4.085 3.642
H -4.642 3.021 3.710
N -2.333 1.640 1.902
C -0.530 -1.496 3.413
C 0.836 -1.810 3.659
C 1.742 -0.817 4.318
C 1.337 -3.045 3.262
H 2.389 -3.269 3.452
C 0.512 -3.981 2.633
H 0.919 -4.946 2.325
C -0.835 -3.688 2.410
H -1.491 -4.418 1.930
C -1.374 -2.467 2.801
C -2.815 -2.152 2.557
C -2.322 2.277 0.670
C -1.625 3.505 0.466
C -1.003 4.238 1.616
C -1.485 4.000 -0.829
H -0.943 4.939 -0.977
C -2.025 3.318 -1.920
H -1.910 3.722 -2.928
C -2.721 2.122 -1.723
H -3.174 1.601 -2.569
C -2.844 1.572 -0.453
C -3.477 0.231 -0.237
Tl 0.648 1.049 1.409
H 2.528 -0.468 3.629
H 2.258 -1.282 5.172
H 1.202 0.061 4.680
H -2.943 -1.142 2.146
H -3.410 -2.212 3.482
H -3.241 -2.873 1.849
H -0.177 4.871 1.265
H -0.597 3.566 2.382
H -1.729 4.901 2.111
H -4.171 0.246 0.614
H -2.722 -0.546 -0.036
H -4.037 -0.080 -1.128
H -3.250 1.730 5.103
C 1.234 0.244 -1.326
Si 2.259 1.740 -1.880
H 0.175 0.479 -1.158
H 1.680 -0.318 -0.496
C 3.975 1.125 -2.331
C 2.439 3.098 -0.581
C 1.408 2.583 -3.328
H 1.850 3.579 -3.477
H 0.333 2.722 -3.142
H 1.525 2.023 -4.266
H 4.648 1.246 -1.469
H 4.381 1.717 -3.163
H 3.987 0.066 -2.621
H 2.847 2.732 0.371
H 1.484 3.608 -0.384
H 3.138 3.856 -0.969
Cl 0.984 2.984 4.573
C 2.051 2.780 3.297
H 2.148 3.659 2.663
H 2.861 2.082 3.496
*
```

Question: The lowest max |F| belongs to which entry?
Answer: C12H9F5FeNO7Se

Question: Among the records above, which one has the lowest max |F|?
Answer: C12H9F5FeNO7Se